(1)
C17H17ClF15O11P | ωB97M-V/def2-TZVPD

Atoms and positions in Å:
1 C 3.07 -0.34 4.95
2 C 2.23 -0.57 3.58
3 O 1.56 0.43 3.18
4 O 2.23 -1.83 2.89
5 C 1.59 -1.68 1.59
6 O 1.68 -2.91 0.79
7 P 1.34 -2.46 -0.84
8 O 0.50 -3.60 -1.42
9 O 2.84 -2.21 -1.60
10 C 3.26 -3.35 -2.40
11 C 4.41 -2.86 -3.43
12 O 4.17 -2.84 -4.67
13 Cl 6.09 -2.35 -2.93
14 O 0.36 -1.07 -0.74
15 C -0.01 -0.55 -2.02
16 F -1.43 -0.73 -2.14
17 F 0.56 -1.22 -3.13
18 C 0.23 1.05 -2.02
19 F 0.30 1.48 -0.66
20 F -0.96 1.65 -2.55
21 C 1.45 1.55 -2.92
22 F 1.23 1.32 -4.32
23 F 1.48 2.99 -2.80
24 C 2.91 1.04 -2.47
25 F 3.82 2.14 -2.64
26 F 3.31 0.05 -3.39
27 F 3.01 0.67 -1.12
28 H 4.14 -0.74 4.87
29 H 2.48 -0.75 5.84
30 H 3.16 0.81 5.10
31 H 0.49 -1.39 1.81
32 H 2.14 -0.80 1.07
33 H 2.44 -3.81 -3.05
34 H 3.75 -4.18 -1.77
35 C -2.39 1.75 -5.95
36 C -2.85 2.76 -4.92
37 O -3.32 3.95 -5.55
38 C -4.59 3.91 -6.03
39 O -5.30 2.94 -5.96
40 C -4.97 5.25 -6.64
41 F -4.01 5.76 -7.43
42 F -5.21 6.18 -5.68
43 F -6.09 5.18 -7.39
44 H -1.64 2.19 -6.61
45 H -1.95 0.87 -5.46
46 H -3.22 1.42 -6.58
47 H -2.00 3.05 -4.29
48 H -3.61 2.34 -4.25
49 C -2.33 -2.91 6.18
50 C -2.57 -1.46 6.57
51 O -1.81 -1.12 7.74
52 C -0.51 -0.83 7.54
53 O 0.03 -0.85 6.47
54 C 0.15 -0.44 8.86
55 F -0.16 -1.28 9.87
56 F -0.21 0.79 9.27
57 F 1.50 -0.43 8.78
58 H -2.55 -3.57 7.02
59 H -2.96 -3.19 5.34
60 H -1.29 -3.08 5.90
61 H -3.62 -1.32 6.82
62 H -2.33 -0.78 5.75

Kohn-Sham gap: 10.2 eV
Largest force on an atom: 0.1135 Eh/bohr
Calculated total energy: -3785.155694 Eh
E_LUMO: -0.6 eV
Structure (SMILES): CC(=O)OCO[P@](=O)(OCC(=O)Cl)OC(F)(F)C(F)(F)C(F)(F)C(F)(F)F.CCOC(=O)C(F)(F)F.CCOC(=O)C(F)(F)F

Löwdin analysis output, partial charges in e: atom 1 (C): 0.009, atom 2 (C): -0.363, atom 3 (O): 0.022, atom 4 (O): -0.011, atom 5 (C): -0.218, atom 6 (O): -0.138, atom 7 (P): 0.721, atom 8 (O): -0.246, atom 9 (O): -0.228, atom 10 (C): -0.161, atom 11 (C): -0.653, atom 12 (O): -0.007, atom 13 (Cl): 0.616, atom 14 (O): -0.077, atom 15 (C): -0.347, atom 16 (F): 0.087, atom 17 (F): 0.098, atom 18 (C): -0.172, atom 19 (F): 0.105, atom 20 (F): 0.069, atom 21 (C): -0.168, atom 22 (F): 0.094, atom 23 (F): 0.077, atom 24 (C): -0.297, atom 25 (F): 0.093, atom 26 (F): 0.104, atom 27 (F): 0.115, atom 28 (H): 0.093, atom 29 (H): 0.070, atom 30 (H): 0.102, atom 31 (H): 0.163, atom 32 (H): 0.142, atom 33 (H): 0.141, atom 34 (H): 0.152, atom 35 (C): -0.055, atom 36 (C): -0.208, atom 37 (O): 0.024, atom 38 (C): -0.366, atom 39 (O): 0.165, atom 40 (C): -0.512, atom 41 (F): 0.154, atom 42 (F): 0.156, atom 43 (F): 0.156, atom 44 (H): 0.086, atom 45 (H): 0.077, atom 46 (H): 0.078, atom 47 (H): 0.110, atom 48 (H): 0.129, atom 49 (C): -0.061, atom 50 (C): -0.202, atom 51 (O): 0.027, atom 52 (C): -0.358, atom 53 (O): 0.154, atom 54 (C): -0.509, atom 55 (F): 0.157, atom 56 (F): 0.160, atom 57 (F): 0.153, atom 58 (H): 0.085, atom 59 (H): 0.084, atom 60 (H): 0.076, atom 61 (H): 0.127, atom 62 (H): 0.127

=====

(2)
C12H39AsF6O7 | ωB97M-V/def2-TZVPD

Atoms and positions in Å:
1 O -0.16 0.19 0.02
2 H -0.38 -0.54 -0.67
3 H -0.98 0.73 0.19
4 H 0.27 -0.20 0.81
5 As 2.78 2.21 2.10
6 F 1.93 3.65 2.66
7 F 3.04 2.94 0.51
8 F 3.76 0.84 1.57
9 F 2.48 1.45 3.64
10 F 1.30 1.50 1.47
11 F 4.23 2.95 2.69
12 C 2.54 0.58 -1.84
13 C 2.66 1.83 -2.70
14 C 2.21 1.64 -4.15
15 O 1.90 2.86 -2.13
16 H 3.37 0.49 -1.14
17 H 2.55 -0.36 -2.40
18 H 1.64 0.57 -1.23
19 H 3.73 2.05 -2.84
20 H 2.57 0.73 -4.63
21 H 2.51 2.51 -4.74
22 H 1.11 1.60 -4.23
23 H 2.17 3.06 -1.22
24 C -2.57 -2.39 0.12
25 C -1.93 -2.77 -1.23
26 C -2.91 -2.53 -2.39
27 O -0.70 -2.02 -1.28
28 H -1.86 -2.78 0.85
29 H -3.53 -2.86 0.31
30 H -2.70 -1.30 0.13
31 H -1.64 -3.82 -1.12
32 H -3.49 -1.66 -2.10
33 H -3.59 -3.37 -2.47
34 H -2.41 -2.30 -3.33
35 H -0.24 -2.28 -2.09
36 C -3.97 1.38 2.49
37 C -2.48 1.68 2.33
38 C -1.59 0.61 2.94
39 O -2.15 1.68 0.92
40 H -4.28 1.46 3.53
41 H -4.23 0.38 2.12
42 H -4.57 2.01 1.82
43 H -2.29 2.64 2.80
44 H -1.66 -0.31 2.37
45 H -2.00 0.48 3.95
46 H -0.58 0.97 3.09
47 H -2.78 2.27 0.49
48 C -1.13 0.84 -3.87
49 O -0.56 1.32 -2.67
50 H -0.34 0.76 -4.62
51 H -1.60 -0.13 -3.72
52 H -1.94 1.49 -4.21
53 H -0.64 2.28 -2.58
54 C 0.88 -2.04 3.97
55 O -0.37 -2.67 3.71
56 H 0.77 -1.33 4.80
57 H 1.69 -2.72 4.26
58 H 1.15 -1.50 3.07
59 H -0.85 -2.86 4.52
60 C 2.69 -2.27 0.00
61 O 2.05 -1.17 0.61
62 H 2.95 -2.96 0.81
63 H 1.97 -2.85 -0.57
64 H 3.58 -2.02 -0.58
65 H 2.65 -0.60 1.11

Kohn-Sham gap: 9.5 eV
Largest force on an atom: 0.0336 Eh/bohr
Calculated total energy: -3842.291544 Eh
E_LUMO: 0.0 eV

Löwdin analysis output, partial charges in e: atom 1 (O): 0.134, atom 2 (H): 0.109, atom 3 (H): 0.100, atom 4 (H): 0.111, atom 5 (As): 0.789, atom 6 (F): -0.264, atom 7 (F): -0.256, atom 8 (F): -0.258, atom 9 (F): -0.257, atom 10 (F): -0.250, atom 11 (F): -0.243, atom 12 (C): -0.057, atom 13 (C): -0.474, atom 14 (C): -0.054, atom 15 (O): -0.043, atom 16 (H): 0.072, atom 17 (H): 0.078, atom 18 (H): 0.046, atom 19 (H): 0.134, atom 20 (H): 0.081, atom 21 (H): 0.081, atom 22 (H): 0.029, atom 23 (H): 0.063, atom 24 (C): -0.037, atom 25 (C): -0.439, atom 26 (C): -0.039, atom 27 (O): -0.068, atom 28 (H): 0.084, atom 29 (H): 0.088, atom 30 (H): 0.069, atom 31 (H): 0.139, atom 32 (H): 0.082, atom 33 (H): 0.085, atom 34 (H): 0.068, atom 35 (H): 0.122, atom 36 (C): -0.050, atom 37 (C): -0.430, atom 38 (C): -0.045, atom 39 (O): -0.075, atom 40 (H): 0.085, atom 41 (H): 0.081, atom 42 (H): 0.078, atom 43 (H): 0.146, atom 44 (H): 0.072, atom 45 (H): 0.095, atom 46 (H): 0.079, atom 47 (H): 0.109, atom 48 (C): -0.134, atom 49 (O): -0.123, atom 50 (H): 0.063, atom 51 (H): 0.055, atom 52 (H): 0.088, atom 53 (H): 0.089, atom 54 (C): -0.149, atom 55 (O): -0.135, atom 56 (H): 0.083, atom 57 (H): 0.078, atom 58 (H): 0.057, atom 59 (H): 0.071, atom 60 (C): -0.127, atom 61 (O): -0.164, atom 62 (H): 0.082, atom 63 (H): 0.071, atom 64 (H): 0.083, atom 65 (H): 0.043

=====

(3)
C39H89BMgN4O33 | ωB97M-V/def2-TZVPD

Atoms and positions in Å:
1 Mg -4.52 3.52 0.55
2 O 2.77 -1.04 1.98
3 C 2.29 0.01 1.58
4 O 1.06 0.18 1.09
5 B 0.75 1.60 0.79
6 O 2.03 2.26 1.19
7 C 2.96 1.38 1.66
8 O 4.12 1.60 2.03
9 O -0.38 2.06 1.59
10 C -1.36 2.45 0.76
11 O -2.50 2.84 0.98
12 C -0.76 2.26 -0.68
13 O 0.44 1.81 -0.61
14 O -1.40 2.48 -1.69
15 N -4.70 1.74 -2.08
16 O -5.35 0.72 -1.92
17 O -4.43 2.48 -1.15
18 O -4.40 1.99 -3.23
19 C 3.73 -2.70 4.35
20 N 3.51 -3.45 5.63
21 O 3.17 -4.58 5.51
22 O 3.55 -2.84 6.71
23 H 3.12 -3.24 3.62
24 H 4.81 -2.71 4.18
25 H 3.24 -1.74 4.52
26 C 0.73 5.05 4.15
27 N -0.52 4.40 3.75
28 O -1.22 4.99 2.99
29 O -0.70 3.24 4.12
30 H 0.88 5.99 3.62
31 H 1.51 4.30 3.98
32 H 0.59 5.21 5.21
33 C -0.20 -0.32 4.29
34 N -1.61 -0.37 3.68
35 O -2.52 0.36 4.16
36 O -1.75 -1.11 2.69
37 H -0.25 -0.95 5.18
38 H -0.09 0.74 4.51
39 H 0.46 -0.69 3.51
40 C -4.60 0.57 1.81
41 O -5.08 1.87 1.44
42 C -6.48 2.01 1.75
43 C -7.18 2.78 0.62
44 O -6.38 3.98 0.41
45 C -6.80 4.68 -0.75
46 H -5.00 -0.19 1.13
47 H -4.62 0.30 2.87
48 H -3.57 0.52 1.46
49 H -6.45 2.69 2.60
50 H -7.05 1.10 1.92
51 H -8.16 3.06 1.01
52 H -7.26 2.16 -0.27
53 H -6.22 5.60 -0.80
54 H -7.79 5.12 -0.71
55 H -6.80 4.16 -1.71
56 C 9.81 -2.54 -3.22
57 O 8.77 -2.24 -2.32
58 C 7.56 -3.04 -2.44
59 C 6.75 -2.92 -1.17
60 O 6.42 -1.61 -0.95
61 C 5.51 -1.28 0.05
62 H 10.21 -3.50 -2.89
63 H 10.59 -1.79 -3.14
64 H 9.36 -2.61 -4.21
65 H 7.80 -4.09 -2.55
66 H 6.95 -2.83 -3.32
67 H 7.40 -3.15 -0.33
68 H 5.89 -3.60 -1.21
69 H 6.02 -1.48 0.99
70 H 4.64 -1.94 0.07
71 H 5.25 -0.23 0.01
72 C -1.50 -9.50 2.89
73 O -1.67 -8.07 2.76
74 C -0.48 -7.46 2.24
75 C -0.89 -5.99 1.99
76 O 0.09 -5.07 2.47
77 C -0.14 -3.64 2.43
78 H -0.66 -9.68 3.57
79 H -1.40 -10.00 1.93
80 H -2.44 -9.83 3.33
81 H -0.24 -7.93 1.29
82 H 0.35 -7.49 2.95
83 H -1.78 -5.79 2.60
84 H -1.11 -5.69 0.97
85 H -0.71 -3.45 3.33
86 H -0.73 -3.34 1.56
87 H 0.78 -3.04 2.36
88 C 3.84 1.63 5.92
89 O 4.60 0.51 5.46
90 C 5.91 0.87 5.06
91 C 6.67 -0.31 4.52
92 O 6.92 -1.24 5.52
93 C 7.60 -2.43 5.05
94 H 4.40 2.16 6.69
95 H 2.93 1.28 6.42
96 H 3.62 2.30 5.09
97 H 6.47 1.29 5.90
98 H 5.77 1.61 4.27
99 H 7.57 0.10 4.06
100 H 6.07 -0.71 3.70
101 H 7.86 -2.99 5.95
102 H 8.59 -2.27 4.63
103 H 6.98 -3.04 4.38
104 C -1.64 -0.20 -3.94
105 O -2.89 0.03 -4.62
106 C -3.74 -1.09 -4.44
107 C -5.08 -0.87 -5.23
108 O -5.47 0.49 -5.32
109 C -6.84 0.57 -5.62
110 H -1.82 -0.74 -3.01
111 H -1.18 0.74 -3.66
112 H -0.93 -0.76 -4.55
113 H -4.07 -1.13 -3.40
114 H -3.34 -2.03 -4.80
115 H -5.83 -1.48 -4.73
116 H -4.97 -1.17 -6.27
117 H -7.10 -0.11 -6.42
118 H -7.11 1.63 -5.72
119 H -7.44 0.19 -4.79
120 C 0.63 -2.02 -1.35
121 O 0.88 -2.96 -2.35
122 C 0.07 -4.10 -2.14
123 C -1.33 -3.96 -2.61
124 O -1.62 -3.30 -3.81
125 C -1.03 -3.98 -4.94
126 H 1.16 -1.10 -1.60
127 H 1.00 -2.39 -0.40
128 H -0.42 -1.72 -1.29
129 H 0.16 -4.42 -1.10
130 H 0.54 -4.86 -2.77
131 H -1.88 -3.37 -1.88
132 H -1.93 -4.86 -2.61
133 H -1.34 -3.46 -5.85
134 H -1.28 -5.04 -4.84
135 H 0.06 -3.98 -4.92
136 C 1.45 4.14 -8.50
137 O 1.46 3.58 -7.21
138 C 2.19 2.31 -7.17
139 C 1.87 1.68 -5.75
140 O 2.03 2.69 -4.75
141 C 1.70 2.16 -3.44
142 H 0.92 5.09 -8.53
143 H 0.97 3.50 -9.24
144 H 2.46 4.12 -8.92
145 H 3.25 2.51 -7.36
146 H 1.80 1.58 -7.88
147 H 2.55 0.85 -5.54
148 H 0.84 1.33 -5.61
149 H 0.62 2.10 -3.50
150 H 1.98 2.79 -2.60
151 H 2.19 1.19 -3.31
152 C -3.55 5.43 -1.46
153 O -4.01 5.18 -0.13
154 C -3.55 6.19 0.78
155 C -4.17 5.89 2.12
156 O -4.22 4.51 2.24
157 C -4.26 4.09 3.62
158 H -4.00 6.36 -1.82
159 H -4.04 4.73 -2.14
160 H -2.48 5.35 -1.66
161 H -3.75 7.21 0.45
162 H -2.47 6.10 0.86
163 H -5.23 6.16 2.09
164 H -3.64 6.52 2.83
165 H -3.36 4.35 4.17
166 H -4.34 3.01 3.64
167 H -5.16 4.48 4.10

Kohn-Sham gap (spin up / spin down): 7.7 / 2.8 eV
Charge: +1
Largest force on an atom: 0.0784 Eh/bohr
Calculated total energy: -4465.463914 Eh
E_LUMO (spin up / spin down): -2.5 / -7.5 eV
Spin multiplicity: 2

Results of the Löwdin charge analysis, in e, for atoms 1 through 99: atom 1 (Mg): 0.553, atom 2 (O): 0.116, atom 3 (C): -0.352, atom 4 (O): 0.194, atom 5 (B): -0.899, atom 6 (O): 0.199, atom 7 (C): -0.301, atom 8 (O): 0.129, atom 9 (O): 0.242, atom 10 (C): -0.248, atom 11 (O): 0.099, atom 12 (C): -0.363, atom 13 (O): 0.268, atom 14 (O): 0.145, atom 15 (N): -0.519, atom 16 (O): 0.139, atom 17 (O): 0.029, atom 18 (O): 0.236, atom 19 (C): 0.052, atom 20 (N): -0.440, atom 21 (O): 0.070, atom 22 (O): 0.041, atom 23 (H): 0.085, atom 24 (H): 0.082, atom 25 (H): 0.082, atom 26 (C): 0.067, atom 27 (N): -0.434, atom 28 (O): 0.076, atom 29 (O): 0.064, atom 30 (H): 0.107, atom 31 (H): 0.107, atom 32 (H): 0.110, atom 33 (C): 0.093, atom 34 (N): -0.354, atom 35 (O): 0.021, atom 36 (O): 0.041, atom 37 (H): 0.111, atom 38 (H): 0.085, atom 39 (H): 0.076, atom 40 (C): -0.040, atom 41 (O): -0.255, atom 42 (C): -0.111, atom 43 (C): -0.100, atom 44 (O): -0.212, atom 45 (C): -0.056, atom 46 (H): 0.110, atom 47 (H): 0.100, atom 48 (H): 0.082, atom 49 (H): 0.132, atom 50 (H): 0.154, atom 51 (H): 0.150, atom 52 (H): 0.140, atom 53 (H): 0.102, atom 54 (H): 0.112, atom 55 (H): 0.115, atom 56 (C): -0.111, atom 57 (O): -0.193, atom 58 (C): -0.181, atom 59 (C): -0.234, atom 60 (O): -0.178, atom 61 (C): -0.103, atom 62 (H): 0.084, atom 63 (H): 0.089, atom 64 (H): 0.085, atom 65 (H): 0.117, atom 66 (H): 0.123, atom 67 (H): 0.130, atom 68 (H): 0.128, atom 69 (H): 0.083, atom 70 (H): 0.079, atom 71 (H): 0.089, atom 72 (C): -0.086, atom 73 (O): -0.212, atom 74 (C): -0.181, atom 75 (C): -0.175, atom 76 (O): -0.217, atom 77 (C): -0.085, atom 78 (H): 0.088, atom 79 (H): 0.083, atom 80 (H): 0.085, atom 81 (H): 0.118, atom 82 (H): 0.129, atom 83 (H): 0.120, atom 84 (H): 0.107, atom 85 (H): 0.078, atom 86 (H): 0.067, atom 87 (H): 0.068, atom 88 (C): -0.094, atom 89 (O): -0.195, atom 90 (C): -0.206, atom 91 (C): -0.241, atom 92 (O): -0.164, atom 93 (C): -0.075, atom 94 (H): 0.084, atom 95 (H): 0.084, atom 96 (H): 0.072, atom 97 (H): 0.128, atom 98 (H): 0.115, atom 99 (H): 0.129

=====

(4)
C32H30AsBr2CoF3NO3 | ωB97M-V/def2-TZVPD

Atoms and positions in Å:
1 Co 0.35 0.51 0.88
2 C 3.22 -0.68 -0.57
3 C 3.52 0.00 0.72
4 C 4.85 0.14 1.17
5 C 5.11 0.72 2.38
6 C 4.04 1.14 3.19
7 C 4.16 1.71 4.49
8 Br 5.86 2.00 5.23
9 C 3.05 2.05 5.25
10 C 1.78 1.85 4.76
11 Br 0.28 2.28 5.78
12 C 1.56 1.29 3.45
13 O 0.43 1.06 2.99
14 C 2.75 0.97 2.66
15 N 2.51 0.45 1.45
16 H 4.10 -1.20 -0.95
17 H 2.87 0.04 -1.31
18 H 2.40 -1.39 -0.43
19 H 5.65 -0.22 0.55
20 H 6.13 0.83 2.73
21 H 3.18 2.48 6.23
22 C -4.12 -6.41 1.27
23 C -3.33 -5.12 1.26
24 C -3.19 -4.36 2.42
25 C -2.46 -3.18 2.42
26 C -2.31 -2.36 3.68
27 C -1.86 -2.76 1.24
28 C -1.98 -3.50 0.06
29 C -1.32 -3.03 -1.20
30 C -2.73 -4.67 0.09
31 C -1.07 -1.49 1.21
32 O 0.20 -1.54 1.26
33 O -1.66 -0.39 1.10
34 H -4.70 -6.51 2.19
35 H -3.45 -7.27 1.20
36 H -4.80 -6.45 0.43
37 H -3.66 -4.69 3.33
38 H -2.89 -2.79 4.49
39 H -2.64 -1.33 3.51
40 H -1.26 -2.32 3.99
41 H -1.56 -1.99 -1.41
42 H -1.63 -3.63 -2.05
43 H -0.23 -3.09 -1.11
44 H -2.84 -5.25 -0.82
45 F -0.62 2.04 -8.46
46 C 0.62 1.82 -7.98
47 F 1.37 2.87 -8.36
48 F 1.09 0.75 -8.64
49 C 0.63 1.62 -6.50
50 C 0.11 0.44 -5.98
51 C 0.07 0.24 -4.61
52 C 0.56 1.22 -3.74
53 C 1.08 2.40 -4.28
54 C 1.12 2.60 -5.65
55 C 0.52 1.02 -2.32
56 C 0.48 0.84 -1.12
57 H -0.27 -0.32 -6.65
58 H -0.34 -0.67 -4.20
59 H 1.46 3.16 -3.61
60 H 1.52 3.51 -6.06
61 C -1.97 3.51 2.40
62 As -1.06 2.73 0.85
63 C -0.39 4.34 -0.02
64 C -2.58 2.34 -0.29
65 H -2.67 4.28 2.08
66 H -1.23 3.94 3.08
67 H -2.50 2.72 2.92
68 H -1.20 5.05 -0.20
69 H 0.06 4.05 -0.96
70 H 0.36 4.82 0.60
71 H -3.22 3.22 -0.39
72 H -3.13 1.51 0.15
73 H -2.20 2.03 -1.26

Kohn-Sham gap (spin up / spin down): 6.8 / 4.8 eV
Largest force on an atom: 0.0042 Eh/bohr
Calculated total energy: -10584.058886 Eh
E_LUMO (spin up / spin down): -1.0 / -3.1 eV
Spin multiplicity: 5
ΔE to the lowest compared entry with this formula, charge and spin: 4.08 kcal per mole

Löwdin analysis output, partial charges in e: atom 1 (Co): 0.507, atom 2 (C): -0.016, atom 3 (C): -0.253, atom 4 (C): 0.016, atom 5 (C): -0.008, atom 6 (C): -0.183, atom 7 (C): -0.589, atom 8 (Br): 0.852, atom 9 (C): -0.164, atom 10 (C): -0.576, atom 11 (Br): 0.864, atom 12 (C): -0.360, atom 13 (O): -0.037, atom 14 (C): -0.113, atom 15 (N): 0.140, atom 16 (H): 0.084, atom 17 (H): 0.070, atom 18 (H): 0.084, atom 19 (H): 0.121, atom 20 (H): 0.088, atom 21 (H): 0.101, atom 22 (C): -0.056, atom 23 (C): -0.269, atom 24 (C): -0.010, atom 25 (C): -0.202, atom 26 (C): -0.027, atom 27 (C): -0.071, atom 28 (C): -0.199, atom 29 (C): -0.027, atom 30 (C): -0.010, atom 31 (C): -0.614, atom 32 (O): -0.044, atom 33 (O): -0.044, atom 34 (H): 0.071, atom 35 (H): 0.080, atom 36 (H): 0.077, atom 37 (H): 0.112, atom 38 (H): 0.074, atom 39 (H): 0.083, atom 40 (H): 0.088, atom 41 (H): 0.083, atom 42 (H): 0.075, atom 43 (H): 0.085, atom 44 (H): 0.117, atom 45 (F): 0.135, atom 46 (C): -0.585, atom 47 (F): 0.130, atom 48 (F): 0.133, atom 49 (C): -0.135, atom 50 (C): -0.011, atom 51 (C): -0.017, atom 52 (C): -0.250, atom 53 (C): -0.024, atom 54 (C): -0.012, atom 55 (C): -0.143, atom 56 (C): -0.093, atom 57 (H): 0.124, atom 58 (H): 0.114, atom 59 (H): 0.112, atom 60 (H): 0.118, atom 61 (C): -0.296, atom 62 (As): 1.096, atom 63 (C): -0.295, atom 64 (C): -0.284, atom 65 (H): 0.025, atom 66 (H): 0.008, atom 67 (H): 0.027, atom 68 (H): 0.026, atom 69 (H): 0.008, atom 70 (H): 0.019, atom 71 (H): 0.029, atom 72 (H): 0.020, atom 73 (H): 0.019

=====

- What is the formula in the third record?
  C39H89BMgN4O33

=====

- Which of these has the lowest largest force on an atom?
  C32H30AsBr2CoF3NO3